Entry 1:
Density functional theory data (the ωB97M-V functional and the def2-TZVPD basis) for a molecular structure, C38H32ClFN2O3PtS2.

Results
- Spin multiplicity: 5
- ⟨S²⟩: 6.07
- HOMO-LUMO gap (spin up / spin down): 6.3 / 4.3 eV
- Energy relative to the best compared isomer or geometry (same formula, charge and spin): 0.0 kJ/mol
- HOMO energy (spin up / spin down): -0.4493 / -0.4492 hartree
- LUMO level (spin up / spin down): -0.219 / -0.293 Ha
- Total charge: +2

Atoms and positions in Å:
Pt1 1.6534 -1.6553 -0.0612
Cl1 4.5144 -8.1514 1.7386
C1 4.2578 -6.5202 1.3685
C2 5.0952 -5.5322 1.9267
C3 4.8856 -4.2275 1.6155
C4 3.8043 -3.8092 0.7499
O1 3.6757 -2.5864 0.5164
C5 2.9552 -4.8585 0.1804
C6 1.9149 -4.6159 -0.8140
N1 1.3124 -3.5075 -1.0115
C7 0.4310 -3.3436 -2.1183
C8 -0.4032 -4.3037 -2.6185
C9 -1.1711 -4.0343 -3.7718
C10 -1.0778 -2.8300 -4.4106
C11 -0.2380 -1.8113 -3.8992
C12 -0.0778 -0.5382 -4.5002
C13 0.7433 0.3872 -3.9246
C14 1.3813 0.0740 -2.7100
N2 1.2556 -1.0999 -2.1382
C15 0.4871 -2.0629 -2.7252
C16 3.2209 -6.1706 0.4862
H1 5.8979 -5.8318 2.5864
H2 5.5132 -3.4403 2.0108
H3 1.6783 -5.4619 -1.4597
H4 -0.4883 -5.2673 -2.1322
H5 -1.8283 -4.8024 -4.1550
H6 -1.6463 -2.6393 -5.3118
H7 -0.6089 -0.3141 -5.4171
H8 0.8925 1.3634 -4.3622
H9 1.9900 0.8043 -2.1916
H10 2.6319 -6.9657 0.0460
O2 2.1355 0.2010 0.8687
S1 -1.5545 2.9827 2.4162
C17 -3.1928 2.3609 1.9584
C18 -3.4117 1.0144 2.6448
C19 -2.5256 -0.0850 2.0523
C20 -3.1022 -0.6740 0.7658
S2 -1.8278 -1.0780 -0.4758
O3 -0.5613 -1.2898 0.3513
C21 -1.6800 0.5065 -1.2694
C22 -2.4874 0.7243 -2.3786
C23 -2.4344 1.9544 -3.0182
C24 -1.5662 2.9356 -2.5576
C25 -0.7526 2.6981 -1.4568
C26 -0.8060 1.4754 -0.7995
C27 -1.3063 4.3583 1.3340
C28 -0.0147 4.8834 1.2845
C29 0.2828 5.9319 0.4318
C30 -0.7041 6.4721 -0.3853
C31 -1.9912 5.9632 -0.3219
C32 -2.2988 4.9118 0.5341
H11 -3.2367 2.2587 0.8696
H12 -3.9518 3.0779 2.2692
H13 -4.4672 0.7432 2.5657
H14 -3.2067 1.1155 3.7125
H15 -2.3804 -0.8931 2.7695
H16 -1.5392 0.3372 1.8579
H17 -3.7676 0.0203 0.2487
H18 -3.6500 -1.5993 0.9413
H19 -3.1504 -0.0556 -2.7376
H20 -3.0679 2.1443 -3.8745
H21 -1.5277 3.8971 -3.0529
H22 -0.0945 3.4769 -1.0940
H23 -0.1874 1.2834 0.0677
H24 0.7576 4.4649 1.9181
H25 1.2870 6.3348 0.4085
H26 -0.4737 7.2948 -1.0485
H27 -2.7739 6.3923 -0.9342
H28 -3.3149 4.5457 0.5695
F1 0.9128 1.9585 5.7749
C33 1.2040 1.5243 4.5683
C34 0.6955 0.2789 4.1711
C35 0.9898 -0.1828 2.9238
C36 1.8130 0.5932 2.0365
C37 2.3064 1.8677 2.4943
C38 2.0076 2.3229 3.7421
H29 0.0781 -0.2775 4.8633
H30 0.5912 -1.1246 2.5674
H31 2.9261 2.4347 1.8132
H32 2.3683 3.2711 4.1174

Forces on the atoms, in the same order (eV/Å):
Pt -0.01 -0.02 0.07
Cl 0.00 0.01 0.00
C -0.02 -0.03 -0.01
C 0.03 0.01 0.03
C 0.02 -0.02 0.02
C -0.02 -0.02 -0.01
O -0.03 0.01 -0.03
C -0.02 0.03 -0.04
C 0.02 0.00 0.03
N 0.04 -0.04 -0.03
C 0.01 0.00 0.02
C 0.01 0.02 -0.01
C -0.01 -0.01 0.00
C 0.00 0.00 -0.01
C 0.02 0.02 -0.01
C 0.01 -0.02 0.00
C 0.02 0.00 0.02
C -0.02 0.02 -0.01
N 0.02 -0.01 -0.05
C 0.00 0.00 -0.02
C 0.02 0.00 0.00
H 0.00 0.01 0.00
H 0.00 0.00 0.00
H -0.01 -0.01 0.01
H -0.01 0.00 -0.01
H 0.00 0.00 0.00
H 0.00 0.00 0.00
H 0.00 0.00 0.00
H 0.00 0.00 0.00
H 0.00 0.00 0.00
H 0.00 0.00 0.00
O -0.09 0.06 0.13
S 0.04 0.03 0.07
C -0.02 0.04 -0.02
C 0.00 0.00 -0.02
C -0.01 0.00 0.01
C 0.03 0.02 -0.03
S -0.05 -0.05 -0.05
O -0.05 0.10 0.13
C 0.02 -0.02 0.04
C -0.01 0.00 -0.01
C -0.01 0.00 0.00
C -0.01 0.00 -0.01
C 0.01 -0.02 0.01
C -0.02 0.06 -0.01
C -0.01 -0.04 -0.06
C -0.02 -0.01 0.00
C 0.01 0.03 0.00
C -0.01 -0.01 0.00
C 0.01 0.00 0.00
C 0.00 0.00 0.03
H -0.01 0.01 -0.01
H 0.00 -0.02 -0.01
H 0.01 0.00 0.00
H 0.02 0.01 0.00
H 0.00 0.01 0.00
H 0.02 -0.02 0.01
H -0.02 -0.02 -0.01
H 0.02 -0.01 0.00
H 0.00 0.00 0.01
H 0.00 0.00 0.00
H 0.00 0.00 0.00
H 0.01 0.01 -0.01
H 0.01 -0.01 0.00
H 0.02 -0.01 0.02
H 0.00 0.00 0.00
H 0.00 0.00 0.01
H 0.00 0.00 0.00
H 0.00 -0.02 0.01
F 0.00 0.01 -0.03
C 0.00 0.00 0.01
C -0.03 -0.02 -0.02
C -0.01 0.00 -0.02
C 0.06 -0.01 -0.05
C -0.01 -0.03 -0.05
C 0.00 0.00 -0.01
H 0.01 0.00 0.00
H 0.01 -0.01 0.00
H 0.01 0.01 0.00
H 0.00 0.00 -0.01

---

Entry 2:
Density functional theory data (the ωB97M-V functional and the def2-TZVPD basis) for a molecular structure, C38H32F3N3O2RhS in a non-equilibrium geometry.

Results
- HOMO-LUMO gap: 6.6 eV
- Energy relative to the best compared isomer or geometry (same formula, charge and spin): 0.0 kJ/mol
- HOMO energy: -0.1580 hartree
- LUMO level: 0.086 Ha
- Total charge: -1

Atoms and positions in Å:
Rh1 -0.1991 1.1485 -0.4221
C1 3.6289 2.8527 -0.0245
C2 2.6032 1.7530 0.1413
O1 1.4029 2.1447 0.4189
C3 3.0192 0.4563 -0.0143
C4 2.1674 -0.6894 0.0190
C5 2.7826 -2.0580 -0.1013
N1 0.8846 -0.5770 0.1111
N2 0.1444 -1.7595 0.1991
C6 -1.0853 -1.5500 -0.1573
O2 -1.5872 -0.4773 -0.6757
C7 -2.0269 -2.6917 0.0564
C8 -3.3484 -2.4211 0.3979
C9 -4.2471 -3.4602 0.6021
C10 -3.8368 -4.7766 0.4417
C11 -2.5175 -5.0494 0.0994
C12 -1.6146 -4.0127 -0.0870
H1 3.2085 3.8019 0.3040
H2 3.8856 2.9311 -1.0835
H3 4.5402 2.6385 0.5347
H4 4.0725 0.2921 -0.2012
H5 3.8693 -1.9885 -0.1233
H6 2.4267 -2.5375 -1.0147
H7 2.4678 -2.6879 0.7305
H8 -3.6516 -1.3881 0.5117
H9 -5.2704 -3.2409 0.8824
H10 -4.5441 -5.5869 0.5718
H11 -2.1931 -6.0754 -0.0274
H12 -0.5839 -4.2099 -0.3509
C13 -0.3566 -2.8942 3.6359
C14 -1.5096 -2.3368 4.4732
C15 -2.6682 -3.3437 4.4250
C16 -1.0230 -2.2003 5.9245
C17 -1.9908 -0.9790 3.9662
C18 -3.0132 -0.3020 4.6631
C19 -3.4786 0.9317 4.2552
C20 -2.9182 1.5008 3.1138
S1 -3.2666 3.0235 2.3540
C21 -2.0733 2.6682 1.1325
N3 -1.4581 1.5370 1.2986
C22 -1.9157 0.8472 2.4065
C23 -1.4453 -0.3901 2.8434
C24 -1.7581 3.5448 0.0120
C25 -2.3553 4.7939 -0.1628
C26 -1.9050 5.6276 -1.1672
C27 -0.8601 5.2047 -1.9880
C28 -0.3061 3.9410 -1.8415
C29 -0.7742 3.0594 -0.8683
H13 -0.0255 -3.8417 4.0673
H14 0.4944 -2.2101 3.6233
H15 -0.6603 -3.0794 2.6042
H16 -2.3415 -4.3076 4.8238
H17 -3.0003 -3.4918 3.3949
H18 -3.5212 -3.0015 5.0149
H19 -0.6682 -3.1665 6.2908
H20 -1.8194 -1.8591 6.5885
H21 -0.2027 -1.4820 5.9867
H22 -3.4521 -0.7484 5.5468
H23 -4.2559 1.4457 4.8061
H24 -0.6535 -0.8659 2.2793
H25 -3.1447 5.1165 0.5101
H26 -2.3424 6.6098 -1.2976
H27 -0.4743 5.8718 -2.7512
H28 0.5116 3.6426 -2.4859
F1 5.1464 2.6681 -8.0496
C30 5.1908 1.4822 -7.4096
F2 5.0578 0.5275 -8.3638
F3 6.4509 1.3468 -6.9329
C31 4.1625 1.3604 -6.3339
C32 3.2000 2.3411 -6.1443
C33 2.2719 2.2112 -5.1242
C34 2.2958 1.1086 -4.2623
C35 3.2502 0.1082 -4.4984
C36 4.1731 0.2335 -5.5178
C37 1.4278 1.0403 -3.1324
C38 0.7292 1.0443 -2.1397
H29 3.1842 3.2086 -6.7902
H30 1.5199 2.9746 -4.9740
H31 3.2598 -0.7628 -3.8564
H32 4.9135 -0.5390 -5.6871

Forces on the atoms, in the same order (eV/Å):
Rh 2.30 0.08 0.78
C -0.10 0.07 0.20
C 0.03 -0.20 0.13
O -0.38 0.30 -0.75
C 0.02 0.02 -0.08
C 0.15 -0.11 0.14
C 0.05 0.08 0.18
N -0.69 -0.45 -0.30
N 0.21 0.05 0.29
C -0.17 0.09 -0.65
O -0.13 0.46 0.15
C -0.08 0.10 -0.18
C -0.02 -0.04 0.06
C 0.03 0.05 -0.01
C 0.02 0.00 -0.01
C 0.00 -0.01 0.01
C -0.01 -0.03 0.05
H 0.01 -0.02 0.01
H -0.02 0.03 0.00
H 0.02 0.01 -0.03
H -0.03 -0.04 -0.04
H -0.01 0.00 0.00
H -0.01 0.00 0.01
H 0.01 -0.04 -0.02
H -0.02 0.00 -0.05
H 0.00 0.00 -0.02
H 0.02 0.00 0.04
H 0.00 0.01 -0.01
H 0.00 0.01 0.01
C -0.09 0.04 -0.02
C 0.04 -0.12 0.12
C 0.00 0.05 -0.07
C -0.03 0.08 -0.03
C -0.06 -0.02 0.12
C 0.00 0.06 -0.08
C 0.07 -0.03 -0.06
C -0.15 0.17 0.09
S -0.04 -0.01 -0.05
C -0.28 0.20 -0.01
N 0.13 0.07 -0.09
C 0.12 -0.12 0.07
C 0.17 -0.06 -0.12
C 0.02 0.15 -0.15
C 0.11 0.05 0.29
C -0.05 0.08 -0.06
C 0.04 -0.03 0.14
C 0.01 0.07 -0.02
C -1.05 -0.86 0.03
H 0.00 0.00 0.00
H 0.01 -0.03 -0.02
H 0.06 0.04 -0.02
H -0.01 0.00 -0.01
H -0.02 0.00 0.01
H 0.00 -0.02 0.00
H 0.01 0.01 0.00
H 0.01 -0.01 0.00
H 0.01 -0.02 0.01
H 0.02 -0.03 -0.01
H 0.00 -0.03 0.01
H -0.04 0.02 0.01
H 0.02 0.06 -0.03
H -0.02 -0.02 -0.03
H -0.02 0.00 0.00
H -0.09 -0.11 -0.06
F 0.00 -0.07 0.03
C 0.01 -0.02 -0.06
F 0.02 0.05 0.05
F -0.06 0.01 -0.03
C 0.00 0.01 -0.02
C -0.03 -0.01 0.00
C 0.03 0.03 -0.07
C 0.03 0.05 0.18
C 0.06 -0.07 -0.03
C -0.01 0.00 -0.04
C -0.11 -0.02 -0.27
C -0.06 -0.04 0.20
H -0.02 0.01 0.02
H 0.02 0.01 0.03
H 0.01 0.03 0.03
H -0.01 -0.01 0.05

---

Entry 3:
Density functional theory data (the ωB97M-V functional and the def2-TZVPD basis) for a molecular structure, C38H33BaIN5O4S in a non-equilibrium geometry.

Results
- HOMO-LUMO gap: 6.1 eV
- HOMO energy: -0.1470 hartree
- LUMO level: 0.077 Ha
- Total charge: -1

Atoms and positions in Å:
Ba1 -0.7418 -0.1561 -0.3667
C1 -3.9371 1.9708 -1.9325
C2 -3.2228 3.1914 -1.4289
N1 -3.6965 4.3961 -1.7264
C3 -3.0403 5.4755 -1.2770
C4 -1.8838 5.4058 -0.5224
C5 -1.2131 6.6500 -0.0183
O1 -1.6332 7.0062 1.3105
C6 -1.3902 4.1374 -0.2160
C7 -0.1760 3.9095 0.6260
N2 0.9886 3.8628 0.1327
C8 2.0676 3.6874 1.0305
C9 2.2750 4.5752 2.0858
C10 3.3669 4.4382 2.9301
C11 4.2727 3.4068 2.7332
C12 4.0794 2.5151 1.6840
C13 2.9933 2.6616 0.8337
I1 2.6793 1.2670 -0.6773
C14 -2.0571 3.0032 -0.6553
O2 -1.6004 1.8016 -0.3777
H1 -4.9021 2.2574 -2.3478
H2 -4.0815 1.2433 -1.1310
H3 -3.3510 1.4722 -2.7134
H4 -3.4586 6.4439 -1.5365
H5 -1.4674 7.4988 -0.6502
H6 -0.1292 6.5283 -0.0431
H7 -1.8174 6.1903 1.7872
H8 -0.3261 3.7412 1.7000
H9 1.5687 5.3862 2.2218
H10 3.5077 5.1408 3.7422
H11 5.1261 3.2903 3.3894
H12 4.7722 1.6976 1.5272
C15 3.7508 -7.2611 -2.9345
C16 2.9063 -6.0767 -2.5355
C17 3.4667 -4.9855 -1.8746
C18 2.6904 -3.9016 -1.4955
C19 1.3318 -3.9106 -1.7826
C20 0.7482 -4.9840 -2.4418
C21 1.5411 -6.0601 -2.8130
S1 0.3517 -2.5225 -1.3069
O3 -1.0152 -2.8460 -1.6691
O4 0.6077 -2.3291 0.1103
N3 0.8485 -1.2080 -2.0061
C22 0.4532 -0.8979 -3.3222
C23 0.3072 -1.8516 -4.3443
C24 -0.0845 -1.4369 -5.5966
C25 -0.3215 -0.0860 -5.8293
C26 -0.1421 0.7812 -4.7714
N4 0.2333 0.4078 -3.5390
H13 4.8090 -7.0753 -2.7474
H14 3.6305 -7.4943 -3.9950
H15 3.4623 -8.1509 -2.3708
H16 4.5286 -4.9858 -1.6526
H17 3.1277 -3.0544 -0.9786
H18 -0.3158 -4.9667 -2.6449
H19 1.0907 -6.9053 -3.3236
H20 0.5010 -2.8982 -4.1472
H21 -0.2058 -2.1622 -6.3919
H22 -0.6345 0.2818 -6.7977
H23 -0.3078 1.8453 -4.9046
N5 0.8591 -0.4465 2.2890
C27 0.1643 -0.2653 3.5047
C28 0.7389 0.5732 4.4603
C29 0.1147 0.8260 5.6714
C30 -1.1058 0.2272 5.9468
C31 -1.6752 -0.6038 4.9889
C32 -1.0785 -0.8722 3.7542
C33 -1.8278 -1.7703 2.7933
C34 -2.1896 -3.0352 3.2745
C35 -3.0831 -3.8305 2.5614
C36 -3.6495 -3.3242 1.3968
C37 -3.2435 -2.0756 0.9183
C38 -2.2809 -1.2598 1.5510
H24 1.8356 -0.2028 2.3441
H25 0.7226 -1.3405 1.8365
H26 1.6972 1.0356 4.2369
H27 0.5856 1.4833 6.3934
H28 -1.6140 0.4094 6.8869
H29 -2.6403 -1.0594 5.1812
H30 -1.7794 -3.3948 4.2152
H31 -3.3524 -4.8158 2.9253
H32 -4.3993 -3.9029 0.8606
H33 -3.7300 -1.7163 0.0018

Forces on the atoms, in the same order (eV/Å):
Ba -0.79 0.29 1.54
C -0.07 0.09 -0.08
C -0.19 0.10 -0.09
N 0.11 -0.01 0.08
C -0.13 -0.15 -0.11
C 0.04 0.03 -0.03
C -0.13 -0.01 0.12
O 0.10 -0.04 -0.09
C 0.46 0.26 0.40
C -0.24 0.01 -0.20
N 0.24 0.09 0.19
C -0.06 0.06 -0.12
C -0.02 0.02 0.01
C -0.03 -0.01 -0.02
C -0.02 -0.04 -0.06
C -0.01 0.06 0.08
C 0.03 -0.04 0.06
I -0.04 -0.06 -0.09
C 0.19 -0.58 0.10
O -1.72 3.92 -0.34
H 0.02 -0.01 -0.01
H 0.01 0.04 0.02
H -0.01 0.04 0.05
H -0.01 -0.04 -0.01
H -0.05 0.05 -0.03
H 0.11 -0.01 0.03
H -0.03 0.00 -0.03
H -0.07 -0.04 0.03
H 0.03 0.00 0.01
H -0.01 -0.01 -0.01
H -0.02 0.00 -0.02
H -0.02 0.03 0.00
C -0.02 0.04 0.00
C 0.01 -0.03 -0.03
C 0.05 0.00 0.00
C -0.07 -0.07 -0.06
C 0.17 -0.13 -0.08
C 0.10 0.00 0.07
C 0.01 -0.01 0.00
S 0.72 -1.65 -0.94
O 0.02 0.01 0.00
O 0.61 -0.80 -0.03
N 0.92 -0.75 -1.62
C 0.16 -0.08 0.46
C 0.01 -0.05 0.02
C -0.01 -0.01 -0.03
C 0.02 -0.03 0.02
C 0.10 0.11 0.34
N -0.08 -0.35 -0.21
H -0.04 0.01 0.00
H -0.01 0.02 0.04
H 0.00 0.01 0.00
H -0.04 0.00 -0.01
H -0.04 -0.04 -0.03
H 0.05 0.01 0.02
H 0.01 0.03 0.02
H -0.01 0.09 0.01
H 0.00 -0.01 0.00
H 0.02 -0.01 0.04
H -0.01 0.00 0.04
N -0.49 0.08 0.03
C 0.18 0.00 -0.25
C -0.01 0.07 0.04
C -0.02 -0.03 -0.02
C 0.03 -0.03 -0.09
C -0.01 -0.04 -0.04
C -0.03 -0.14 -0.07
C -0.06 0.14 0.14
C -0.07 0.04 -0.12
C 0.03 0.16 -0.04
C 0.04 0.10 0.01
C 0.15 -0.06 0.15
C -0.35 -0.37 0.69
H 0.04 -0.03 -0.01
H 0.01 -0.13 0.16
H -0.03 -0.01 0.01
H -0.01 -0.01 -0.02
H 0.01 -0.01 -0.05
H 0.02 0.00 0.00
H -0.02 0.00 -0.02
H 0.00 0.01 0.01
H 0.07 0.03 0.03
H 0.18 -0.13 0.04